ORCA calculation (wB97M-V/def2-TZVPD) on a structure of composition C11H20BF2N4OPRhS2.

Cartesian coordinates (Å):
Rh (0.71, -0.34, -0.12)
S (3.00, 0.26, -0.05)
C (2.76, -1.44, -0.27)
S (1.70, -1.68, -1.64)
C (3.02, -2.44, 0.64)
C (2.16, -3.59, 0.60)
N (1.31, -4.37, 0.51)
C (3.88, -2.26, 1.76)
N (4.57, -2.10, 2.67)
F (-0.44, 1.23, 1.02)
B (-0.51, 1.29, -0.40)
F (-1.76, 1.14, -0.91)
N (-3.56, -2.79, 0.11)
C (-2.77, -2.69, 1.39)
C (-1.72, -1.60, 1.23)
N (-0.82, -1.81, 0.08)
C (-1.58, -2.06, -1.17)
C (-2.63, -3.15, -1.02)
H (-3.98, -1.88, -0.09)
H (-4.31, -3.46, 0.20)
H (-2.33, -3.67, 1.55)
H (-3.46, -2.46, 2.20)
H (-1.11, -1.60, 2.14)
H (-2.19, -0.62, 1.14)
H (-0.22, -2.62, 0.27)
H (-0.88, -2.38, -1.93)
H (-2.04, -1.13, -1.49)
H (-2.20, -4.12, -0.76)
H (-3.23, -3.26, -1.93)
C (1.49, 3.52, 1.21)
P (1.07, 3.60, -0.52)
C (0.16, 5.09, -0.82)
C (2.54, 3.58, -1.50)
O (0.21, 2.40, -0.99)
H (2.21, 4.31, 1.43)
H (1.94, 2.55, 1.43)
H (0.60, 3.65, 1.82)
H (0.74, 5.96, -0.53)
H (-0.77, 5.08, -0.25)
H (-0.08, 5.16, -1.89)
H (3.19, 4.42, -1.24)
H (2.27, 3.65, -2.55)
H (3.06, 2.64, -1.32)

maximum force: 0.0180 Eh/bohr
E: -59816.2163 eV
energy relative to the best compared isomer or geometry (same formula, charge and spin): 100.3 kJ/mol
total charge: +1
HOMO energy: -0.3769 hartree

Atomic partial charges in e from the Mulliken method, atoms 1 to 8: Rh 0.151; S -0.542; C 0.524; S -0.272; C 0.223; C 0.085; N -0.536; C 0.007